Entry 1:
A cluster of 11 separate species, C33H43Br4F4N5O10 in total. Source: OMol25; level of theory: the ωB97M-V functional and the def2-TZVPD basis.

## Properties
**DFT total energy**: -13004.06843 Eh
**Maximum force**: 6.01 eV Å⁻¹
**Kohn-Sham gap (alpha / beta)**: 6.62 / 2.26 eV

Geometry as ORCA input:
```
! wB97M-V def2-TZVPD RIJCOSX def2/J DEFGRID3
* xyz 1 2
Br 6.30 -2.50 0.62
Br -1.19 1.97 -0.31
Br 6.02 0.52 2.28
Br 1.21 -0.77 0.10
F -0.39 6.09 2.52
F 2.76 4.89 -0.97
F -1.90 -1.67 -6.17
F -3.29 -2.54 1.74
O -2.81 3.18 -5.79
O -1.08 -3.44 0.10
O 1.29 -5.51 -1.66
O -2.31 -1.99 6.50
O -2.64 -4.03 6.06
O 0.10 -3.59 1.86
O 2.79 -4.57 -2.95
O -3.34 1.04 3.70
O -1.70 1.75 4.78
O -0.81 2.48 -5.17
N -0.58 -4.07 1.06
N -2.03 2.57 -5.02
N -2.28 -2.92 5.75
N 2.21 -4.73 -1.83
N -2.85 1.78 4.53
C -0.39 -0.49 1.22
C -0.13 -1.23 -3.16
C 3.11 3.78 -1.65
C -0.83 -1.51 -5.36
C -2.54 1.79 -3.88
C -3.88 -1.68 0.80
C 2.58 -3.88 -0.68
C 0.51 5.07 2.68
C 1.06 4.47 1.56
C 5.47 -0.93 -0.28
C -4.76 0.16 -1.01
C 2.22 1.73 -2.63
C 1.70 3.62 4.18
C 2.33 3.04 3.08
C -2.04 -2.60 4.29
C -5.12 0.32 0.31
C 1.48 -1.45 -4.91
C -1.17 -1.43 -4.02
C 4.89 0.15 0.67
C 4.39 3.46 -2.09
C 3.48 1.36 -3.08
C 4.59 2.28 -2.87
C -0.62 1.00 1.40
C -0.83 -5.54 1.19
C -3.68 -1.96 -0.54
C 2.00 2.96 -1.88
C -3.74 2.90 5.11
C -4.66 -0.60 1.26
C 0.72 4.59 3.97
C 2.05 3.47 1.76
C 1.23 -1.30 -3.58
C -4.17 -1.02 -1.45
C 0.49 -1.54 -5.88
H -5.11 0.89 -1.73
H 3.07 2.25 3.14
H 1.92 3.10 5.10
H 6.22 -0.41 -0.88
H -1.74 1.56 -3.18
H 1.64 -3.41 -0.40
H -0.26 -0.97 2.20
H -1.33 -5.68 2.15
H 5.63 2.03 -2.98
H 2.08 -1.33 -2.92
H -3.26 -2.93 -0.79
H -2.21 -1.44 -3.74
H 2.39 2.85 0.94
H -3.97 -1.22 -2.49
H -3.01 -2.19 3.99
H 4.69 -1.35 -0.93
H 0.18 1.52 1.93
H -1.63 -5.83 0.51
H 1.41 1.02 -2.74
H 0.72 4.72 0.57
H -3.62 3.67 4.35
H 5.15 4.19 -1.86
H -0.36 -1.10 -2.11
H -1.53 1.05 2.00
H -5.64 1.24 0.52
H -3.40 2.27 -3.41
H 0.19 4.96 4.83
H -1.27 -0.88 0.71
H -3.24 3.28 6.00
H -4.77 2.56 5.17
H 3.92 -0.16 1.05
H 0.70 -1.61 -6.94
H 3.41 -3.30 -1.07
H 2.91 -4.58 0.10
H -1.92 -3.57 3.80
H 2.49 -1.34 -5.28
H -4.75 -0.48 2.33
H 1.06 3.21 -1.41
H 0.11 -6.07 0.99
H -3.02 0.93 -4.35
H 4.69 1.05 0.09
H -1.31 -1.83 4.03
H 3.54 0.39 -3.55
*
```

Entry 2:
The ion C3H8NOS with charge -1. Source: OMol25; level of theory: the ωB97M-V functional and the def2-TZVPD basis.

## Properties
**DFT total energy**: -647.26785 Eh
**Maximum force**: 1.09 eV Å⁻¹
**Energy above the lowest of the compared OMol25 structures with the same formula, charge and spin**: 1.951 eV
**SMILES**: [O-]CNCCS
**Kohn-Sham gap**: 5.52 eV

Geometry as ORCA input:
```
! wB97M-V def2-TZVPD RIJCOSX def2/J DEFGRID3
* xyz -1 1
S 2.45 1.99 -0.05
O -2.29 -1.86 -0.89
N -0.60 -0.75 0.36
C 1.34 0.70 0.63
C 0.22 0.24 -0.31
C -2.06 -0.85 -0.06
H -0.46 1.06 -0.57
H -2.26 0.18 -0.43
H 1.93 -0.18 0.87
H -2.63 -0.95 0.89
H -0.24 -1.68 0.21
H 0.72 -0.18 -1.20
H 0.88 1.10 1.54
H 3.00 1.18 -0.99
*
```

Entry 3:
A structure of composition C8H9O6PY. Source: OMol25; level of theory: the ωB97M-V functional and the def2-TZVPD basis.

## Properties
**DFT total energy**: -1140.30326 Eh
**Maximum force**: 7.24 eV Å⁻¹
**Energy above the lowest of the compared OMol25 structures with the same formula, charge and spin**: 1.063 eV
**Kohn-Sham gap**: 7.36 eV

Geometry as ORCA input:
```
! wB97M-V def2-TZVPD RIJCOSX def2/J DEFGRID3
* xyz 3 1
Y 0.73 -0.20 -1.25
P -0.06 -0.14 2.18
O -0.88 4.80 -4.35
O -0.05 -3.21 -2.97
O 0.49 0.21 0.76
O 0.31 0.24 -4.89
O -2.56 0.18 -2.68
O 3.50 -0.46 -3.78
C -0.41 4.04 -3.66
C -1.80 0.34 2.23
C -1.56 0.01 -2.14
C 0.43 0.20 -3.74
C 2.65 -0.44 -2.98
C 0.14 -2.37 -2.22
C 0.94 0.87 3.26
C 0.22 -1.90 2.29
H 2.02 0.68 3.09
H 0.81 1.95 3.06
H -2.36 0.02 3.13
H -2.35 -0.04 1.35
H -0.11 -2.37 3.22
H 0.66 0.63 4.29
H -1.83 1.44 2.17
H 1.30 -2.04 2.17
H -0.25 -2.43 1.45
*
```

Repeat the third record exactly.
A structure of composition C8H9O6PY. Source: OMol25; level of theory: the ωB97M-V functional and the def2-TZVPD basis.

## Properties
**DFT total energy**: -1140.30326 Eh
**Maximum force**: 7.24 eV Å⁻¹
**Energy above the lowest of the compared OMol25 structures with the same formula, charge and spin**: 1.063 eV
**Kohn-Sham gap**: 7.36 eV

Geometry as ORCA input:
```
! wB97M-V def2-TZVPD RIJCOSX def2/J DEFGRID3
* xyz 3 1
Y 0.73 -0.20 -1.25
P -0.06 -0.14 2.18
O -0.88 4.80 -4.35
O -0.05 -3.21 -2.97
O 0.49 0.21 0.76
O 0.31 0.24 -4.89
O -2.56 0.18 -2.68
O 3.50 -0.46 -3.78
C -0.41 4.04 -3.66
C -1.80 0.34 2.23
C -1.56 0.01 -2.14
C 0.43 0.20 -3.74
C 2.65 -0.44 -2.98
C 0.14 -2.37 -2.22
C 0.94 0.87 3.26
C 0.22 -1.90 2.29
H 2.02 0.68 3.09
H 0.81 1.95 3.06
H -2.36 0.02 3.13
H -2.35 -0.04 1.35
H -0.11 -2.37 3.22
H 0.66 0.63 4.29
H -1.83 1.44 2.17
H 1.30 -2.04 2.17
H -0.25 -2.43 1.45
*
```

Please write out number 2 again, unchanged.
The ion C3H8NOS with charge -1. Source: OMol25; level of theory: the ωB97M-V functional and the def2-TZVPD basis.

## Properties
**DFT total energy**: -647.26785 Eh
**Maximum force**: 1.09 eV Å⁻¹
**Energy above the lowest of the compared OMol25 structures with the same formula, charge and spin**: 1.951 eV
**SMILES**: [O-]CNCCS
**Kohn-Sham gap**: 5.52 eV

Geometry as ORCA input:
```
! wB97M-V def2-TZVPD RIJCOSX def2/J DEFGRID3
* xyz -1 1
S 2.45 1.99 -0.05
O -2.29 -1.86 -0.89
N -0.60 -0.75 0.36
C 1.34 0.70 0.63
C 0.22 0.24 -0.31
C -2.06 -0.85 -0.06
H -0.46 1.06 -0.57
H -2.26 0.18 -0.43
H 1.93 -0.18 0.87
H -2.63 -0.95 0.89
H -0.24 -1.68 0.21
H 0.72 -0.18 -1.20
H 0.88 1.10 1.54
H 3.00 1.18 -0.99
*
```

Q: DFT total energy of number 2 (C3H8NOS)?
A: -647.26785 Eh

Q: The highest DFT total energy belongs to which entry?
A: C3H8NOS